# 1
8
Properties=species:S:1:pos:R:3:forces:R:3 method="wB97M-V/def2-TZVPD" max_force_ev_per_a=7.265 molar_mass_da=117.1 de_lowest_kj_mol=110.3 total_charge=-1 smiles="O=c1oc([O-])cs1"
O -2.617380 0.686385 0.038247 1.5730 -0.2636 0.2017
C -1.416273 0.456506 -0.006230 0.3128 1.6171 -2.9206
O -0.783789 -0.468131 0.661287 -2.8196 -0.9208 2.3671
C 0.520691 -0.673590 0.600167 5.5178 0.6038 -4.6869
O 1.033637 -1.561621 1.273700 -0.4273 0.7927 0.2709
C 1.166119 0.126289 -0.665216 -1.2994 -2.6557 4.1706
S -0.171300 1.080753 -1.240603 -1.2156 0.6552 0.5705
H 2.268295 0.353410 -0.661351 -1.6417 0.1714 0.0267

=====

# 2
8
Properties=species:S:1:pos:R:3:forces:R:3 method="wB97M-V/def2-TZVPD" max_force_ev_per_a=5.100 molar_mass_da=117.1 de_lowest_kj_mol=89.0 total_charge=-1
C -0.978397 0.906585 0.467547 -0.1262 2.1824 0.5843
C 1.262488 -0.850028 0.071269 -4.0138 -0.6141 3.0866
C -0.288883 0.135950 -0.449484 1.9437 -0.6892 -2.8365
O 1.021768 -1.485102 1.093296 0.2419 0.4628 -0.8332
O -0.990332 1.948222 1.095495 -0.4123 -1.6762 -0.4732
O 2.109300 -0.634416 -0.700405 2.8318 0.7215 -2.5227
S -1.970716 -0.530753 -0.007768 -0.1986 0.2409 0.5070
H -0.165228 0.509542 -1.569950 -0.2665 -0.6283 2.4877

=====

# 3
8
Properties=species:S:1:pos:R:3:forces:R:3 method="wB97M-V/def2-TZVPD" max_force_ev_per_a=8.673 molar_mass_da=254.0 spin_multiplicity=4 de_lowest_kj_mol=0.0 total_charge=+1
H -0.956348 -1.014249 2.304228 0.2551 -0.1883 0.0161
O 0.652806 -2.965638 0.568465 -0.7486 3.3314 1.2736
C 0.328769 -1.922539 0.991589 1.7535 -5.0298 -2.1156
C -0.209499 -0.830901 1.523478 -1.1932 5.1364 0.2523
O -0.029375 0.440125 1.103560 -0.7174 -4.4236 1.6198
C 0.807788 1.532964 -0.488821 6.7950 1.8538 -5.0606
O 1.860471 1.553921 -1.044549 -5.5023 -0.5837 3.6767
Tm -1.624584 1.298901 -0.763255 -0.6422 -0.0961 0.3377

=====

# 4
8
Properties=species:S:1:pos:R:3:forces:R:3 method="wB97M-V/def2-TZVPD" max_force_ev_per_a=1.715 molar_mass_da=101.0 de_lowest_kj_mol=351.9 total_charge=-1
C -1.811430 0.599575 -0.162582 0.2547 0.7683 1.5118
C 1.081619 -0.461665 0.080956 0.1444 -0.4161 -0.5399
C 2.323549 -0.664344 0.247724 0.3140 0.1162 0.6771
O -2.697906 1.280108 0.457307 -1.6133 0.4174 -0.4009
O -1.798749 0.047740 -1.235802 0.0330 -0.6576 -1.1631
O 3.464252 -0.887948 0.506249 -0.2800 0.1655 -0.1336
O -0.885627 0.695547 0.749411 1.6074 -0.4385 0.2884
H 0.324292 -0.609014 -0.643264 -0.4601 0.0448 -0.2398

=====

# 5
10
Properties=species:S:1:pos:R:3:forces:R:3 method="wB97M-V/def2-TZVPD" max_force_ev_per_a=3.676 molar_mass_da=149.1 de_lowest_kj_mol=34.2 total_charge=-1
C 1.525750 0.759922 -0.782988 -2.8967 -2.1264 -0.7756
C 2.084836 -0.962799 0.937630 0.6524 -1.9434 0.9707
C -1.867811 0.461261 0.404120 -1.6207 0.3246 -1.5448
O -0.885257 -0.247150 0.889054 2.7144 -0.1260 -1.2339
O 1.885002 -2.082538 0.784402 0.0798 1.5313 -0.1325
O -2.860440 0.660180 1.008596 -2.5320 0.7754 1.7420
O -0.004591 -1.141180 -1.428766 -1.0551 -0.6453 0.4633
O -1.685912 0.839447 -0.864140 2.3173 -0.6967 1.0220
S 0.097742 0.063344 -0.638302 1.9496 0.7414 -2.0460
H 1.710685 1.649509 -0.309606 0.3911 2.1652 1.5349

=====

# 6
9
Properties=species:S:1:pos:R:3:forces:R:3 method="wB97M-V/def2-TZVPD" max_force_ev_per_a=3.405 molar_mass_da=384.0 de_lowest_kj_mol=0.0 total_charge=-1
C -0.658871 0.468418 0.074533 1.3382 -0.6024 -1.3310
C -1.054454 -0.802479 -0.114149 -0.9366 -0.3871 1.0194
C 1.495880 -0.483753 0.055083 -0.8322 -2.3733 -0.9143
N 0.793867 0.625262 -0.020406 -3.2353 0.4305 0.9718
O 2.657217 -0.738871 -0.050240 1.2325 0.2501 0.4096
S 1.420395 2.165321 0.063498 1.5604 1.9922 -0.0356
S 0.284301 -1.924250 0.008518 -0.2779 0.5716 -0.1616
I -1.831841 2.160357 -0.002199 -0.1126 -0.1775 0.1366
I -3.106491 -1.470003 -0.014634 1.2635 0.2959 -0.0950